Molecular formula: C4H12N2O2
Method: DFT, wB97M-V/def2-TZVPD

Multiplicity: 1
LUMO: 0.83 eV
Relative energy (zero: lowest compared OMol25 entry of this formula, charge and spin): 394.96 kJ/mol
HOMO-LUMO gap: 9.1 eV
Structure (SMILES): CN(C)C=O.CNO

Geometry as XYZ:
```
20
Properties=species:S:1:pos:R:3:forces:R:3
O 1.91880 0.40233 1.20585 -0.53 -0.33 -0.29
O -1.03248 -1.89840 0.21069 0.75 0.65 0.07
N 1.71400 -0.16536 -0.09212 -0.28 1.81 -0.88
N -1.08782 0.39862 -0.14233 -0.09 -1.13 0.50
C -2.06347 0.25685 -1.20769 0.15 -0.16 -0.13
C 2.28284 -1.48289 -0.24961 -0.69 -0.21 -0.23
C -0.72618 -0.78102 0.57543 -2.29 0.77 -0.15
C -1.15358 1.65708 0.57535 0.27 -0.09 0.13
H -0.35807 -0.54132 1.58661 0.51 -0.12 -0.31
H -0.36600 1.67790 1.32696 0.03 0.08 -0.01
H 2.78259 0.83529 1.17517 -0.19 -0.01 -0.28
H -0.99285 2.47868 -0.12636 0.00 -0.01 0.10
H 2.71077 -1.56977 -1.24830 0.03 -0.08 -0.05
H 0.81496 0.22942 -0.58183 2.56 -1.43 1.61
H -3.07668 0.46550 -0.85435 -0.04 0.04 0.09
H -1.83072 0.95236 -2.01700 -0.03 -0.08 -0.01
H -2.03820 -0.76910 -1.56930 0.03 0.09 -0.08
H 1.54116 -2.27364 -0.11188 -0.04 -0.19 -0.02
H -2.11771 1.80080 1.07293 -0.08 0.00 -0.05
H 3.07866 -1.67334 0.47178 -0.05 0.40 0.00
```
Positions in Å, forces in eV/Å.

These are the natural (NBO) partial charges, in e, on atoms 1 to 4:
1 O -0.606
2 O -0.597
3 N -0.420
4 N -0.496